[1]
{
  "formula": "C3H8N3S2",
  "method": "the ωB97M-V functional and the def2-TZVPD basis",
  "total_charge": 1,
  "lumo_ha": -0.146,
  "homo_ha": -0.5012,
  "total_energy_ha": -1079.38983,
  "relative_energy_kj_mol": 326.1,
  "species": ["C", "C", "C", "N", "N", "N", "S", "S", "H", "H", "H", "H", "H", "H", "H", "H"],
  "positions_angstrom": [[1.458559, -0.648179, 0.853875], [-1.223265, -0.345421, 0.036755], [-1.398730, 2.027511, 0.114923], [2.411954, -0.275068, 0.169972], [-0.734603, 0.776578, 0.226809], [2.745911, -0.446723, -1.059757], [-2.872387, -0.846411, -0.336136], [0.014947, -1.724753, 0.217377], [1.338005, -0.371783, 1.878890], [-2.484886, 1.944704, 0.030249], [-1.127951, 2.621499, 0.987809], [-0.997273, 2.533734, -0.764135], [3.619038, -0.029795, -1.341989], [2.229118, -1.026537, -1.711565], [-2.580627, -2.090470, -0.743237], [-0.397813, -2.098884, 1.440155]],
  "atomic_forces_ev_per_a": [[-0.999, -0.949, 0.127], [-0.020, 0.307, -0.062], [-0.516, 0.550, -0.023], [0.870, 0.484, 0.079], [0.345, -1.016, -0.086], [0.059, -0.150, -0.772], [-0.007, 0.125, 0.059], [0.621, 0.621, 0.256], [-0.204, 0.016, 0.350], [0.008, 0.103, -0.002], [-0.117, 0.060, -0.078], [-0.048, 0.056, 0.028], [-0.136, -0.106, -0.016], [0.040, 0.037, 0.130], [0.086, 0.029, 0.011], [0.015, -0.169, -0.001]]
}

[2]
{
  "formula": "C3H8N4",
  "method": "the ωB97M-V functional and the def2-TZVPD basis",
  "total_charge": 0,
  "lumo_ha": 0.025,
  "smiles": "[H]/N=C(\\C=C/N)NN",
  "homo_ha": -0.3121,
  "total_energy_ha": -338.00977,
  "relative_energy_kj_mol": 378.1,
  "species": ["H", "N", "C", "C", "C", "N", "N", "N", "H", "H", "H", "H", "H", "H", "H"],
  "positions_angstrom": [[-1.973488, -2.042816, -0.377093], [-2.233137, -1.031547, -0.185940], [-1.051517, -0.380743, -0.383195], [0.120657, -1.112101, 0.130110], [1.438812, -0.945348, 0.151879], [2.051847, 0.101305, -0.674728], [-0.954357, 0.935441, -0.540739], [-0.296455, 1.627332, 0.448550], [-0.227138, -2.023960, 0.856780], [2.165114, -1.656723, 0.680069], [1.391845, 0.898710, -0.896611], [2.863832, 0.484201, -0.039507], [-1.986783, 1.159280, -0.810954], [-0.850274, 1.354381, 1.383323], [-0.458963, 2.632592, 0.258054]],
  "atomic_forces_ev_per_a": [[-0.639, 1.321, 0.890], [2.873, 1.092, -2.757], [-1.222, -4.507, 3.064], [-0.608, -3.737, 2.710], [1.221, 1.557, -1.881], [1.328, 0.323, 2.979], [-4.020, 0.823, -3.225], [-1.595, 0.761, 3.331], [0.839, 2.182, -2.053], [-1.271, 1.293, -0.846], [1.032, -1.484, 0.655], [-1.969, -0.604, -2.022], [2.081, 0.557, 0.898], [1.716, 1.273, -2.110], [0.236, -0.851, 0.367]]
}